No. 1
# C20H22FN3O2S

C20H22FN3O2S in the gas phase at a distorted geometry (ωB97M-V with the def2-TZVPD basis set, the Open Molecules 2025 dataset).

The geometry in XYZ format:
```
49
C20H22FN3O2S | the Open Molecules 2025 dataset | ωB97M-V with the def2-TZVPD basis set
O 0.22 -1.55 1.48
C -0.18 -0.41 1.26
N -1.50 -0.09 1.36
H -1.79 0.85 1.14
C -2.50 -1.10 1.59
H -2.03 -1.89 2.17
H -3.31 -0.66 2.18
C -3.06 -1.72 0.29
N -4.00 -0.95 -0.48
C -5.29 -0.73 0.15
C -6.26 -0.22 -0.91
H -7.23 0.02 -0.48
O -5.80 0.97 -1.51
C -4.53 0.77 -2.09
C -3.52 0.30 -1.04
H -2.55 0.13 -1.51
H -3.42 1.09 -0.28
H -4.23 1.73 -2.51
H -4.59 0.02 -2.89
H -6.39 -0.99 -1.68
H -5.66 -1.68 0.56
H -5.24 0.01 0.97
H -2.21 -1.94 -0.36
H -3.54 -2.66 0.54
C 0.68 0.71 0.88
C 0.31 1.93 0.31
C 1.50 2.64 0.11
C 2.56 1.84 0.55
N 2.05 0.67 1.01
C 2.87 -0.40 1.54
C 3.89 -0.84 0.52
C 3.49 -1.11 -0.78
C 4.41 -1.50 -1.74
C 5.74 -1.62 -1.37
C 6.17 -1.35 -0.08
C 5.23 -0.96 0.86
H 5.55 -0.75 1.87
H 7.21 -1.46 0.17
F 6.64 -1.99 -2.30
H 4.11 -1.72 -2.75
H 2.45 -1.03 -1.04
H 2.21 -1.23 1.78
H 3.37 -0.06 2.45
C 3.83 2.45 0.39
C 3.70 3.68 -0.16
S 2.06 4.15 -0.51
H 4.48 4.37 -0.40
H 4.77 2.00 0.66
H -0.67 2.25 0.05
```

Results
- E_HOMO: -8.0 eV
- ΔE to the lowest compared entry with this formula, charge and spin: 95.3 kJ/mol
- Orbital gap: 8.644 eV
- LUMO energy: 0.0226 hartree

Here are the Löwdin charges for atoms 1 to 4, given in e: 0.05, -0.42, 0.07, 0.11

---

No. 2
# C20H22FN3S

C20H22FN3S in the gas phase (ωB97M-V with the def2-TZVPD basis set, the Open Molecules 2025 dataset).

The geometry in XYZ format:
```
47
C20H22FN3S | the Open Molecules 2025 dataset | ωB97M-V with the def2-TZVPD basis set
F -5.37 -1.21 -1.16
C -5.44 0.09 -0.73
C -6.60 0.79 -0.94
C -6.67 2.11 -0.51
C -5.57 2.68 0.11
C -4.41 1.96 0.31
C -4.32 0.63 -0.09
N -3.20 -0.18 0.03
C -2.11 -0.07 0.85
N -1.10 -0.93 0.59
C 0.00 -1.07 1.52
C 0.53 -2.49 1.44
N 1.06 -2.83 0.13
C 0.43 -2.05 -0.92
C -1.03 -1.76 -0.60
H -1.46 -1.22 -1.45
H -1.56 -2.70 -0.46
H 0.48 -2.63 -1.85
H 0.95 -1.09 -1.09
C 2.51 -2.83 0.03
C 3.14 -1.50 0.32
C 3.56 -0.67 -0.63
C 4.10 0.67 -0.43
C 3.95 1.38 0.77
C 4.47 2.65 0.91
C 5.17 3.24 -0.14
C 5.32 2.55 -1.33
C 4.79 1.29 -1.48
H 4.91 0.76 -2.41
H 5.85 3.01 -2.15
H 5.58 4.23 -0.02
H 4.34 3.18 1.84
H 3.40 0.94 1.59
H 3.55 -1.00 -1.66
H 3.17 -1.21 1.36
H 2.88 -3.59 0.74
H 2.76 -3.16 -0.98
H 1.30 -2.64 2.20
H -0.29 -3.19 1.67
H -0.37 -0.84 2.53
H 0.79 -0.34 1.28
S -2.01 1.00 2.11
H -3.31 -1.07 -0.44
H -3.56 2.42 0.79
H -5.61 3.71 0.44
H -7.57 2.68 -0.66
H -7.44 0.32 -1.43
```

Results
- E_HOMO: -8.0 eV
- Orbital gap: 8.633 eV
- LUMO energy: 0.0224 hartree

Here are the Löwdin charges for atoms 1 to 4, given in e: 0.05, -0.21, -0.02, -0.09

---

No. 3
# C20H22INO2S

C20H22INO2S in the gas phase at a distorted geometry (ωB97M-V with the def2-TZVPD basis set, the Open Molecules 2025 dataset).

The geometry in XYZ format:
```
47
C20H22INO2S | the Open Molecules 2025 dataset | ωB97M-V with the def2-TZVPD basis set
O -4.20 2.42 -0.10
I -5.24 0.94 -6.97
O 0.84 -2.98 -0.21
S -3.98 0.56 -3.62
C -3.78 1.69 -0.98
C -4.97 1.50 -4.76
C -5.64 2.53 -4.16
C -5.34 2.60 -2.71
C -4.40 1.69 -2.32
C 5.91 -1.07 2.75
C 5.49 0.25 3.02
C 5.08 -1.93 2.01
C 4.27 0.69 2.52
C 3.81 -1.55 1.64
C 3.40 -0.21 1.86
N -0.17 -0.36 0.45
C -1.47 -0.64 1.12
C -0.22 0.09 -0.95
C -2.54 0.43 0.85
C -1.34 1.15 -1.19
C -2.68 0.66 -0.67
C 2.93 -2.60 0.92
C 2.05 0.29 1.43
C 1.78 -1.96 0.16
C 1.08 -0.88 1.06
H -0.01 -2.52 -0.24
H -6.30 3.21 -4.68
H -5.74 3.37 -2.06
H 6.86 -1.47 3.12
H 6.05 0.93 3.62
H 5.44 -2.94 1.83
H 4.03 1.74 2.72
H -1.86 -1.62 0.80
H -1.34 -0.72 2.18
H 0.76 0.46 -1.25
H -0.48 -0.74 -1.59
H -2.21 1.37 1.38
H -3.47 0.08 1.29
H -1.40 1.35 -2.28
H -1.06 2.07 -0.64
H -2.92 -0.33 -1.12
H 3.54 -3.12 0.16
H 2.65 -3.33 1.63
H 2.16 0.94 0.52
H 1.61 0.85 2.26
H 2.11 -1.45 -0.78
H 0.88 -1.40 1.98
```

Results
- E_HOMO: -8.3 eV
- ΔE to the lowest compared entry with this formula, charge and spin: 29.4 kJ/mol
- Orbital gap: 7.655 eV
- LUMO energy: -0.0231 hartree

Here are the Löwdin charges for atoms 1 to 4, given in e: 0.10, 0.65, -0.02, 0.96

---

No. 4
# C20H22MnN2

A molecular structure, C20H22MnN2 at a distorted geometry (ωB97M-V with the def2-TZVPD basis set, the Open Molecules 2025 dataset).

The geometry in XYZ format:
```
45
C20H22MnN2 | the Open Molecules 2025 dataset | ωB97M-V with the def2-TZVPD basis set
C -0.80 1.15 -2.73
C -0.01 -1.83 -1.60
C 0.48 1.07 -1.89
H -0.57 1.56 -3.73
C 1.32 -1.57 -1.15
H -0.53 -2.67 -1.10
H 0.68 2.01 -1.34
H 1.74 -2.28 -0.42
C 1.74 0.52 -2.57
H 2.50 1.31 -2.50
H 1.57 0.35 -3.65
C -1.53 -0.19 -2.86
H -2.16 -0.17 -3.77
H -2.22 -0.31 -2.01
C -0.60 -1.42 -2.93
H 0.18 -1.30 -3.70
H -1.23 -2.26 -3.28
C 2.33 -0.76 -1.92
H 2.81 -1.37 -2.70
H 3.14 -0.47 -1.24
Mn 0.01 -0.11 -0.41
H -1.48 1.88 -2.24
C 1.32 -2.68 4.08
C 2.27 -2.59 3.04
C 2.21 -1.53 2.14
C 1.21 -0.56 2.29
C 0.32 -0.59 3.39
C 0.34 -1.68 4.25
N 0.96 0.35 1.27
N 0.63 1.59 1.72
C -0.63 1.92 1.29
C -1.26 3.07 1.81
C -2.59 3.33 1.50
C -3.29 2.46 0.66
C -2.67 1.31 0.11
C -1.33 1.07 0.36
H 1.33 -3.52 4.76
H 3.03 -3.36 2.93
H 2.92 -1.42 1.32
H -0.40 0.21 3.52
H -0.42 -1.75 5.04
H -0.67 3.71 2.47
H -3.07 4.22 1.90
H -4.33 2.67 0.41
H -3.24 0.62 -0.51
```

Results
- E_HOMO (alpha / beta): -6.6 / -7.4 eV
- Expectation value of S²: 8.937
- ΔE to the lowest compared entry with this formula, charge and spin: 0.0 kJ/mol
- Orbital gap (alpha / beta): 6.065 / 6.077 eV
- Spin multiplicity: 6
- LUMO energy (alpha / beta): -0.0183 / -0.0489 hartree

Here are the Löwdin charges for atoms 1 to 4, given in e: -0.21, -0.17, -0.27, 0.12

---

No. 5
# C20H22N13ReS

A molecular structure, C20H22N13ReS (ωB97M-V with the def2-TZVPD basis set, the Open Molecules 2025 dataset).

The geometry in XYZ format:
```
57
C20H22N13ReS | the Open Molecules 2025 dataset | ωB97M-V with the def2-TZVPD basis set
Re 0.24 0.38 -0.02
N -0.98 -1.87 2.24
C -0.17 -0.88 2.73
N 0.15 -0.71 3.98
N 0.98 0.36 3.98
N 1.15 0.82 2.81
N 0.42 0.05 1.94
C -1.03 -2.20 0.92
N -1.54 -3.31 0.44
N -1.33 -3.24 -0.89
N -0.73 -2.18 -1.22
N -0.52 -1.44 -0.08
H -1.36 -2.53 2.90
C 2.92 -1.61 1.14
S 2.68 -0.37 -0.14
C 3.66 1.00 0.53
H 2.68 -1.21 2.12
H 3.96 -1.93 1.11
H 2.27 -2.46 0.89
H 4.68 0.64 0.65
H 3.24 1.32 1.48
H 3.65 1.80 -0.20
C -3.36 0.12 -0.70
C -2.68 1.41 -0.43
C -3.12 2.69 -0.43
C -2.03 3.58 -0.09
C -0.95 2.81 0.12
C 0.48 3.04 0.52
N -1.31 1.45 -0.08
H -4.36 0.32 -1.09
H -3.46 -0.48 0.20
H -2.82 -0.47 -1.44
H -4.13 2.99 -0.64
H -2.08 4.65 -0.02
H 0.85 4.00 0.17
H 1.16 2.32 0.00
H 0.64 2.96 1.60
N 2.48 -3.83 -9.70
C 2.18 -3.21 -8.79
C 1.81 -2.44 -7.64
C 2.26 -2.80 -6.37
C 1.91 -2.05 -5.27
C 1.09 -0.94 -5.42
C 0.63 -0.57 -6.68
C 0.99 -1.32 -7.78
N 0.71 -0.16 -4.28
C 0.07 1.06 -4.28
C -0.09 1.41 -2.98
N 0.44 0.42 -2.18
C 0.91 -0.51 -2.99
H 2.90 -3.66 -6.26
H 2.29 -2.34 -4.30
H -0.02 0.28 -6.81
H 0.63 -1.04 -8.76
H -0.20 1.58 -5.18
H -0.55 2.30 -2.57
H 1.33 -1.44 -2.67
```

Results
- E_HOMO (alpha / beta): -11.9 / -11.9 eV
- Expectation value of S²: 0.760
- ΔE to the lowest compared entry with this formula, charge and spin: 0.0 kJ/mol
- Orbital gap (alpha / beta): 6.602 / 6.796 eV
- Spin multiplicity: 2
- Net charge: +1
- LUMO energy (alpha / beta): -0.1944 / -0.1872 hartree

Here are the Löwdin charges for atoms 1 to 4, given in e: 1.41, 0.19, -0.43, 0.09

---

No. 6
# C20H22N2O3

A molecular structure, C20H22N2O3 at a distorted geometry (ωB97M-V with the def2-TZVPD basis set, the Open Molecules 2025 dataset).

The geometry in XYZ format:
```
47
C20H22N2O3 | the Open Molecules 2025 dataset | ωB97M-V with the def2-TZVPD basis set
C 4.37 3.23 0.48
H 5.12 3.57 -0.43
O 3.99 2.03 0.11
C 4.79 0.89 -0.02
C 6.13 0.87 -0.05
C 6.87 -0.16 0.00
C 6.28 -1.43 -0.13
C 4.97 -1.43 -0.52
C 4.12 -0.33 -0.34
O 2.84 -0.41 -0.33
C 2.09 -1.38 -0.57
C 0.53 -1.27 -0.75
O -0.09 -2.46 -1.06
N 0.29 -0.01 -0.33
N -0.99 0.45 -0.59
C -2.09 -0.10 0.16
C -3.23 0.53 -0.15
C -4.50 -0.02 -0.43
C -5.50 0.90 -0.77
C -5.62 2.21 -0.49
C -4.44 2.81 -0.40
C -3.36 2.17 0.04
H -2.32 2.68 0.17
H -4.43 3.94 -0.06
H -6.49 2.91 -1.00
H -6.45 0.31 -0.96
C -4.47 -1.64 -0.65
C -4.40 -1.97 0.70
C -3.45 -1.55 1.74
C -2.02 -1.34 0.96
H -1.22 -1.08 1.56
H -1.84 -2.20 0.16
H -3.17 -2.14 2.50
H -3.75 -0.69 2.00
H -5.44 -2.11 1.22
H -4.19 -2.99 0.63
H -3.60 -1.77 -1.41
H -5.39 -1.75 -0.91
H 0.99 0.64 -0.33
H 2.35 -1.87 -1.46
H 2.43 -2.41 0.35
H 4.44 -2.35 -0.35
H 6.91 -2.22 -0.39
H 7.94 -0.09 0.05
H 6.45 2.06 0.23
H 3.60 3.80 0.44
H 4.95 3.17 1.38
```

Results
- E_HOMO: -8.2 eV
- ΔE to the lowest compared entry with this formula, charge and spin: 1631.2 kJ/mol
- Orbital gap: 7.926 eV
- LUMO energy: -0.0118 hartree

Here are the Löwdin charges for atoms 1 to 4, given in e: -0.14, 0.15, -0.08, -0.16

---

No. 7
# C20H22N2O4

C20H22N2O4 in the gas phase (ωB97M-V with the def2-TZVPD basis set, the Open Molecules 2025 dataset).

The geometry in XYZ format:
```
48
C20H22N2O4 | the Open Molecules 2025 dataset | ωB97M-V with the def2-TZVPD basis set
C 0.32 -6.67 -3.93
H 0.68 -7.68 -3.72
O 0.36 -5.99 -2.70
C -0.04 -4.69 -2.66
C -0.50 -3.96 -3.75
C -0.89 -2.65 -3.58
C -0.83 -2.03 -2.34
C -0.38 -2.77 -1.24
C 0.01 -4.08 -1.41
H 0.35 -4.66 -0.57
H -0.34 -2.35 -0.25
C -1.29 -0.61 -2.27
O -1.94 -0.11 -3.17
N -0.89 0.06 -1.15
C -1.19 1.34 -0.74
C -2.09 2.16 -1.43
C -2.40 3.41 -0.96
C -1.84 3.89 0.21
C -0.92 3.11 0.89
C -0.56 1.84 0.42
C 0.46 1.03 1.14
O 0.46 -0.20 1.14
N 1.43 1.74 1.76
H 1.39 2.74 1.74
C 2.37 1.13 2.66
H 3.38 1.12 2.22
H 2.04 0.10 2.80
C 2.41 1.86 4.00
C 2.97 3.31 3.91
H 3.82 3.42 4.58
C 1.80 4.19 4.36
H 1.24 4.56 3.51
C 0.96 3.20 5.17
H 1.34 3.12 6.19
O 1.08 1.97 4.50
H -0.10 3.45 5.20
H 2.12 5.04 4.96
H 3.30 3.54 2.90
H 3.01 1.27 4.70
H -0.51 3.47 1.82
H -2.11 4.86 0.60
H -3.11 4.02 -1.50
H -2.55 1.78 -2.33
H -0.31 -0.44 -0.47
H -1.25 -2.08 -4.42
H -0.55 -4.40 -4.74
H -0.70 -6.73 -4.33
H 0.98 -6.20 -4.68
```

Results
- E_HOMO: -8.2 eV
- ΔE to the lowest compared entry with this formula, charge and spin: 157.8 kJ/mol
- Orbital gap: 8.895 eV
- LUMO energy: 0.0241 hartree

Here are the Löwdin charges for atoms 1 to 4, given in e: -0.09, 0.09, -0.08, -0.27

---

No. 8
# C20H22N2O4

C20H22N2O4 in the gas phase at a distorted geometry (ωB97M-V with the def2-TZVPD basis set, the Open Molecules 2025 dataset).

The geometry in XYZ format:
```
48
C20H22N2O4 | the Open Molecules 2025 dataset | ωB97M-V with the def2-TZVPD basis set
C -2.30 -4.80 -4.92
C -1.00 -4.20 -5.42
H -0.32 -4.99 -5.74
H -1.17 -3.50 -6.24
O -0.36 -3.42 -4.40
C 0.37 -4.12 -3.50
O 0.52 -5.31 -3.50
N 0.87 -3.23 -2.59
N 1.72 -3.63 -1.62
C 2.19 -2.80 -0.77
C 1.93 -1.37 -0.62
C 2.97 -0.50 -0.33
C 2.73 0.85 -0.20
C 1.45 1.39 -0.33
C 0.38 0.51 -0.60
C 0.64 -0.85 -0.74
H -0.18 -1.53 -0.89
O -0.88 1.04 -0.74
C -1.97 0.18 -0.93
H -2.85 0.82 -0.96
H -2.08 -0.53 -0.10
H -1.89 -0.37 -1.88
O 1.39 2.74 -0.21
C 0.21 3.40 0.20
C -0.23 3.01 1.58
C -0.65 3.87 2.50
C -1.12 3.56 3.84
C -1.49 4.61 4.68
C -1.93 4.38 5.97
C -2.01 3.08 6.45
C -1.65 2.02 5.62
C -1.21 2.26 4.34
H -0.94 1.42 3.71
H -1.72 1.01 5.99
H -2.36 2.89 7.45
H -2.21 5.20 6.60
H -1.42 5.63 4.32
H -0.68 4.93 2.24
H -0.18 1.95 1.78
H 0.47 4.46 0.17
H -0.60 3.22 -0.51
H 3.53 1.54 0.02
H 3.98 -0.88 -0.23
H 2.92 -3.24 -0.10
H 0.69 -2.24 -2.75
H -2.79 -5.33 -5.73
H -2.97 -4.02 -4.56
H -2.10 -5.49 -4.11
```

Results
- E_HOMO: -8.3 eV
- ΔE to the lowest compared entry with this formula, charge and spin: 422.4 kJ/mol
- Orbital gap: 8.811 eV
- LUMO energy: 0.0194 hartree

Here are the Löwdin charges for atoms 1 to 4, given in e: -0.06, -0.22, 0.12, 0.12

---

No. 9
# C20H22N2O5S

C20H22N2O5S in the gas phase (ωB97M-V with the def2-TZVPD basis set, the Open Molecules 2025 dataset).

The geometry in XYZ format:
```
50
C20H22N2O5S | the Open Molecules 2025 dataset | ωB97M-V with the def2-TZVPD basis set
C -5.51 -0.38 -1.51
H -5.54 -1.29 -2.11
H -4.87 0.35 -2.00
H -6.51 0.04 -1.45
C -5.00 -0.69 -0.10
C -3.77 -1.56 -0.07
C -2.85 -1.57 -1.11
C -1.72 -2.37 -1.05
C -1.49 -3.17 0.05
C -2.39 -3.16 1.10
C -3.52 -2.36 1.04
H -4.22 -2.36 1.86
H -2.22 -3.77 1.97
H -0.62 -3.81 0.09
H -1.02 -2.37 -1.87
H -3.01 -0.96 -1.99
H -5.80 -1.22 0.44
C -4.72 0.62 0.67
N -3.43 1.19 0.35
C -3.26 2.17 -0.54
O -4.17 2.70 -1.15
C -1.82 2.64 -0.74
C -0.79 1.52 -0.84
H -1.20 0.59 -1.21
H 0.06 1.83 -1.45
S -0.08 1.16 0.80
O -0.98 0.27 1.51
O 0.25 2.40 1.44
C 1.44 0.28 0.46
C 1.42 -1.09 0.29
C 2.59 -1.76 -0.01
C 3.78 -1.06 -0.13
C 3.80 0.33 0.07
C 2.62 1.00 0.35
H 2.60 2.06 0.53
N 5.02 1.00 0.02
C 6.18 0.41 -0.37
O 7.25 0.98 -0.33
C 6.01 -1.00 -0.92
H 5.91 -0.91 -2.01
O 4.92 -1.74 -0.40
H 6.91 -1.58 -0.71
H 5.06 1.96 0.34
H 2.61 -2.83 -0.14
H 0.48 -1.62 0.41
H -1.81 3.26 -1.63
H -1.55 3.27 0.11
H -2.63 0.79 0.83
H -4.74 0.43 1.75
H -5.48 1.36 0.42
```

Results
- E_HOMO: -9.1 eV
- ΔE to the lowest compared entry with this formula, charge and spin: 41.2 kJ/mol
- Orbital gap: 9.404 eV
- LUMO energy: 0.0102 hartree

Here are the Löwdin charges for atoms 1 to 4, given in e: -0.06, 0.08, 0.07, 0.08

---

No. 10
# C20H22N3NiO2S2

A molecular structure, C20H22N3NiO2S2 at a distorted geometry (ωB97M-V with the def2-TZVPD basis set, the Open Molecules 2025 dataset).

The geometry in XYZ format:
```
50
C20H22N3NiO2S2 | the Open Molecules 2025 dataset | ωB97M-V with the def2-TZVPD basis set
Ni 0.18 -0.84 0.68
C 0.59 2.22 0.66
N 1.25 1.09 0.00
C 1.14 1.10 -1.47
C 0.52 -0.20 -2.00
N -0.77 -0.51 -1.36
C -1.72 0.58 -1.53
C -1.29 -1.74 -1.92
C -1.97 -1.74 -3.13
C -2.49 -2.90 -3.67
C -2.33 -4.10 -2.99
C -1.65 -4.12 -1.79
C -1.13 -2.95 -1.22
S -0.35 -3.05 0.31
C 2.64 1.13 0.40
C 3.44 2.19 0.03
C 4.74 2.30 0.50
C 5.24 1.32 1.34
C 4.46 0.24 1.69
C 3.14 0.11 1.22
S 2.21 -1.28 1.66
H 0.90 3.19 0.24
H 0.84 2.19 1.72
H -0.49 2.13 0.59
H 2.14 1.19 -1.92
H 0.55 1.96 -1.79
H 1.20 -1.04 -1.81
H 0.39 -0.10 -3.10
H -1.72 1.00 -2.55
H -1.48 1.38 -0.83
H -2.72 0.22 -1.28
H -2.09 -0.82 -3.68
H -3.03 -2.87 -4.61
H -2.76 -5.01 -3.39
H -1.53 -5.05 -1.25
H 3.05 2.96 -0.63
H 5.35 3.14 0.21
H 6.24 1.41 1.73
H 4.84 -0.54 2.33
O 0.17 0.99 3.51
C -0.93 0.64 3.11
C -2.24 1.05 3.81
C -3.32 0.47 2.92
C -2.53 -0.23 1.80
O -3.06 -0.78 0.86
N -1.20 -0.08 2.00
H -2.27 2.14 3.88
H -2.24 0.65 4.82
H -3.97 1.22 2.48
H -3.94 -0.27 3.42
```

Results
- E_HOMO (alpha / beta): -3.9 / -3.8 eV
- Expectation value of S²: 2.006
- ΔE to the lowest compared entry with this formula, charge and spin: 58.4 kJ/mol
- Orbital gap (alpha / beta): 6.683 / 6.569 eV
- Spin multiplicity: 3
- Net charge: -1
- LUMO energy (alpha / beta): 0.1036 / 0.1035 hartree

Here are the Löwdin charges for atoms 1 to 4, given in e: 0.23, -0.07, -0.18, -0.16